{"formula": "C12H16BaNO5PS", "method": "the ωB97M-V functional and the def2-TZVPD basis", "symbols": ["C", "O", "C", "C", "C", "C", "C", "C", "C", "O", "C", "C", "O", "N", "O", "C", "P", "S", "C", "O", "H", "H", "H", "H", "H", "H", "H", "H", "H", "H", "H", "H", "H", "H", "H", "H", "Ba"], "coordinates": [[1.0134, 1.3649, 3.7368], [-0.1428, 1.3839, 2.8914], [-0.8675, 0.1890, 3.1737], [-2.2027, 0.0843, 2.4057], [-2.1782, 0.7071, 0.9761], [-2.8016, -0.3189, -0.0650], [-1.6496, -0.9041, -0.8600], [-1.6678, -0.9764, -2.1866], [-0.4225, -1.5405, -2.8669], [-0.4469, -2.2533, -3.8057], [0.9039, -1.1075, -2.1948], [2.1084, -0.7582, -3.0647], [2.4139, 0.7013, -2.8916], [2.2279, 1.3428, -3.9580], [2.4886, 2.5554, -3.7988], [0.9257, -1.0333, -0.8677], [2.3806, -0.4987, 0.1457], [3.4957, -2.0008, 0.6470], [-0.3937, -1.4419, -0.1671], [-0.4112, -2.1293, 0.7841], [1.6095, 0.4452, 3.5752], [1.6177, 2.2728, 3.5979], [0.6742, 1.3539, 4.7900], [-0.2317, -0.6944, 2.9449], [-1.0944, 0.1482, 4.2591], [-2.4240, -0.9936, 2.3166], [-3.0463, 0.5337, 2.9576], [-1.1377, 0.8785, 0.6308], [-2.6835, 1.6807, 0.9044], [-3.4242, 0.2844, -0.7507], [-3.4515, -1.0643, 0.4130], [-2.5295, -0.6154, -2.7552], [3.0189, -1.3076, -2.7744], [1.8734, -0.9415, -4.1258], [1.8840, 0.1365, 1.3209], [3.1187, 0.5059, -0.5479], [1.4528, 4.0111, -4.7900]], "homo_energy_ev": -13.5, "charge": 2, "energy_ev": -45225.9971, "orbital_gap_ev": 3.8}

{"formula": "C4H27N3O9", "method": "the ωB97M-V functional and the def2-TZVPD basis", "symbols": ["O", "C", "N", "C", "C", "N", "C", "N", "H", "H", "H", "H", "H", "H", "H", "H", "H", "H", "H", "H", "H", "O", "H", "H", "O", "H", "H", "O", "H", "H", "O", "H", "H", "O", "H", "H", "O", "H", "H", "O", "H", "H", "O"], "coordinates": [[0.8115, 2.2940, 0.0425], [0.3630, 1.4976, 0.8010], [1.3636, 1.0664, 1.6614], [1.1787, 0.2739, 2.8656], [-1.0858, 1.0578, 0.8436], [-2.0913, 1.7263, -0.1159], [-2.0690, 1.2861, -1.5862], [-0.7901, 1.5303, -2.3338], [2.1839, 1.6154, 1.7756], [0.5370, -0.6682, 2.5978], [0.7591, 0.7251, 3.8206], [2.1985, -0.1240, 3.0791], [-1.5600, 1.1827, 1.9811], [-1.0315, -0.0638, 0.6589], [-1.9229, 2.6499, 0.0564], [-2.3256, 0.2099, -1.7916], [-2.8697, 1.9356, -2.0426], [-0.1580, 0.7369, -2.1624], [-0.3670, 2.4352, -2.0262], [-3.4163, -0.4324, 1.4760], [-3.6945, -1.9419, 1.6812], [-3.7756, -1.1182, 2.0514], [2.4513, 0.4705, -2.6711], [2.3037, 1.3401, -1.5644], [2.9352, 0.6712, -1.8363], [1.4997, -1.8849, 0.3087], [1.4464, -2.5756, -1.0170], [0.8800, -2.2687, -0.3270], [-0.7870, -3.1473, -0.2702], [-0.8249, -4.7551, -0.0134], [-1.2979, -3.9433, -0.4267], [0.6804, -1.3658, -2.5871], [0.9914, -1.3878, -4.0921], [1.2302, -0.9707, -3.3010], [0.0006, 4.8044, -1.4662], [0.2531, 3.6924, -0.5824], [-0.4374, 4.3259, -0.6664], [-0.7619, -2.2436, 2.0154], [-1.9982, -2.7301, 2.7473], [-1.0305, -2.9352, 2.5770], [3.8376, -1.3999, -0.6150], [3.0660, -0.3180, 0.2537], [3.3242, -1.2531, 0.2006]], "relative_energy_kcal_mol": 92.7, "homo_energy_ev": -9.0, "energy_ev": -27482.3026, "orbital_gap_ev": 9.2}

{"formula": "C17H22N2O3", "method": "the ωB97M-V functional and the def2-TZVPD basis", "symbols": ["C", "H", "O", "C", "C", "C", "N", "C", "C", "C", "C", "C", "H", "H", "C", "O", "C", "N", "C", "H", "C", "C", "H", "H", "H", "O", "C", "C", "H", "H", "H", "C", "H", "H", "H", "H", "H", "H", "H", "H", "H", "H", "H", "H"], "coordinates": [[0.8862, 5.8613, -0.7794], [1.8800, 5.8522, -1.2393], [0.8258, 5.0095, 0.3372], [1.0390, 3.6773, 0.1491], [1.3286, 3.0866, -1.0675], [1.5080, 1.7079, -1.0804], [1.8167, 0.9002, -2.1411], [1.9118, -0.3801, -1.7112], [1.6427, -0.4540, -0.3616], [1.3929, 0.8967, 0.0711], [1.1342, 1.5307, 1.2887], [0.9578, 2.8915, 1.3134], [0.7526, 3.4040, 2.2397], [1.0825, 0.9773, 2.2127], [1.6200, -1.7400, 0.3321], [2.2072, -2.7058, -0.1213], [0.7273, -1.8907, 1.5607], [-0.6763, -2.0755, 1.2190], [-0.9213, -3.2188, 0.3584], [-0.4179, -4.0908, 0.7787], [-2.4317, -3.4703, 0.2936], [-2.7718, -4.6298, -0.6313], [-3.8492, -4.7622, -0.6714], [-2.3089, -5.5440, -0.2715], [-2.4124, -4.4163, -1.6344], [-3.1018, -2.3208, -0.1873], [-2.8507, -1.1924, 0.6242], [-3.6210, -0.0148, 0.0442], [-3.4794, 0.8666, 0.6630], [-4.6787, -0.2570, -0.0032], [-3.2690, 0.1932, -0.9627], [-1.3450, -0.9056, 0.6861], [-1.1625, -0.0552, 1.3451], [-0.9988, -0.6472, -0.3294], [-3.1998, -1.4067, 1.6498], [-2.7866, -3.6836, 1.3173], [-0.5444, -3.0563, -0.6655], [0.8025, -1.0290, 2.2217], [1.0479, -2.7876, 2.0995], [2.1377, -1.1895, -2.3782], [1.9486, 1.2106, -3.0895], [1.4239, 3.6521, -1.9808], [0.1354, 5.5933, -1.5303], [0.6751, 6.8602, -0.4014]], "relative_energy_kcal_mol": 59.5, "homo_energy_ev": -8.0, "energy_ev": -27108.4768, "orbital_gap_ev": 8.6}

{"formula": "C28H45CeCl2N2PS", "method": "the ωB97M-V functional and the def2-TZVPD basis", "symbols": ["P", "C", "C", "C", "C", "C", "C", "C", "C", "C", "C", "C", "C", "C", "C", "C", "C", "C", "C", "H", "H", "H", "H", "H", "H", "H", "H", "H", "H", "H", "H", "H", "H", "H", "H", "H", "H", "H", "H", "H", "H", "H", "H", "H", "H", "H", "H", "H", "H", "H", "H", "H", "Ce", "Cl", "Cl", "C", "H", "C", "C", "C", "C", "C", "C", "H", "H", "H", "H", "H", "S", "C", "N", "C", "C", "N", "H", "H", "H", "H", "H", "H"], "coordinates": [[-2.4472, 2.0728, -2.8590], [-4.2977, 2.2016, -2.3832], [-5.2639, 3.0521, -3.2269], [-6.6270, 3.1652, -2.5322], [-7.2269, 1.8136, -2.1283], [-6.2224, 0.9085, -1.4086], [-4.8934, 0.8040, -2.1661], [-2.4860, 1.1003, -4.4922], [-3.6078, 1.4176, -5.4860], [-3.3577, 0.6939, -6.8124], [-3.1708, -0.8169, -6.6390], [-2.1778, -1.1762, -5.5282], [-2.4319, -0.4117, -4.2211], [-2.1970, 3.8009, -3.5577], [-2.3720, 4.8529, -2.4456], [-2.1742, 6.2774, -2.9794], [-0.8601, 6.4548, -3.7437], [-0.6473, 5.3765, -4.8083], [-0.8467, 3.9464, -4.2835], [-4.2027, 2.6871, -1.3936], [-5.4049, 2.5930, -4.2130], [-4.8678, 4.0613, -3.4091], [-7.3223, 3.7115, -3.1801], [-6.4972, 3.7752, -1.6300], [-8.0943, 1.9818, -1.4804], [-7.5951, 1.2989, -3.0251], [-6.0141, 1.3126, -0.4093], [-6.6414, -0.0928, -1.2664], [-4.1947, 0.1733, -1.5993], [-5.0707, 0.3201, -3.1386], [-1.5295, 1.3942, -4.9586], [-2.4530, 1.1157, -7.2665], [-3.7007, 2.4989, -5.6713], [-4.5677, 1.0757, -5.0734], [-4.1842, 0.9021, -7.5015], [-2.8276, -1.2491, -7.5853], [-4.1426, -1.2756, -6.4160], [-2.2033, -2.2530, -5.3332], [-1.1599, -0.9421, -5.8677], [-1.6375, -0.6413, -3.4948], [-3.3834, -0.7384, -3.7768], [-2.9875, 3.9565, -4.3148], [-3.3674, 4.7826, -1.9806], [-1.6429, 4.6565, -1.6447], [-3.0133, 6.5272, -3.6418], [-2.2185, 6.9829, -2.1444], [-0.0267, 6.4199, -3.0312], [-0.8377, 7.4449, -4.2125], [0.3553, 5.4670, -5.2358], [-1.3525, 5.5438, -5.6325], [-0.7850, 3.2511, -5.1342], [-0.0263, 3.6700, -3.6036], [-0.2357, 0.7816, -0.5469], [0.9088, 0.6236, -2.8652], [-2.5001, 1.0667, 0.6870], [-0.0479, -1.3725, -0.0632], [0.9409, -1.4126, 0.4288], [-0.7318, -2.6304, -0.2209], [-0.1119, -3.9161, -0.0929], [-0.8112, -5.0618, -0.4767], [-2.1325, -4.9804, -0.9355], [-2.7887, -3.7291, -0.9754], [-2.1125, -2.5905, -0.5777], [0.9153, -3.9752, 0.2781], [-0.3192, -6.0313, -0.4121], [-3.8252, -3.6375, -1.3025], [-2.5954, -1.6068, -0.5294], [-2.6641, -5.8772, -1.2397], [1.6843, 1.0960, 1.2799], [2.3669, -0.0601, 2.3336], [2.1120, -0.1720, 3.6593], [2.8424, -1.2621, 4.2879], [3.7077, -1.7987, 3.1568], [3.3146, -0.9738, 2.0229], [1.4212, 0.4069, 4.1182], [2.1530, -2.0262, 4.6654], [3.4483, -0.9095, 5.1311], [3.5087, -2.8566, 2.9564], [4.7747, -1.6937, 3.3817], [3.6716, -1.0684, 1.0807]], "homo_energy_ev": [-6.1, -6.1], "energy_ev": -90846.0745, "orbital_gap_ev": [6.0, 6.0]}

{"formula": "C5H14", "method": "the ωB97M-V functional and the def2-TZVPD basis", "symbols": ["C", "C", "C", "H", "H", "H", "H", "H", "H", "H", "H", "C", "C", "H", "H", "H", "H", "H", "H"], "coordinates": [[1.6696, -0.0163, 0.2700], [1.9310, -0.5392, -1.1372], [1.4603, -1.1617, 1.2693], [2.4648, 0.6438, 0.6057], [0.7603, 0.5826, 0.2934], [2.3009, 0.1956, -1.8454], [1.0813, -1.1586, -1.4572], [1.6503, -2.1575, 0.8571], [2.1576, -1.1302, 2.1118], [2.6827, -1.3296, -1.0602], [0.4539, -1.1293, 1.6754], [-2.5379, 1.5934, -0.3810], [-2.1246, 0.1654, 0.0267], [-1.6929, 2.1618, -0.7844], [-3.2504, 1.5654, -1.2153], [-2.9374, 2.1475, 0.4631], [-1.9079, -0.3630, -0.9088], [-2.9458, -0.2656, 0.5982], [-1.2159, 0.1956, 0.6188]], "relative_energy_kcal_mol": 8.2, "homo_energy_ev": -11.2, "energy_ev": -5411.6938, "orbital_gap_ev": 12.4}

{"formula": "C16H25O5PSeV", "method": "the ωB97M-V functional and the def2-TZVPD basis", "symbols": ["V", "O", "C", "O", "C", "O", "C", "C", "O", "O", "H", "H", "H", "H", "H", "C", "P", "C", "C", "H", "H", "H", "H", "H", "H", "H", "H", "H", "C", "C", "C", "C", "C", "C", "Se", "C", "C", "C", "H", "H", "H", "H", "H", "H", "H", "H", "H", "H", "H"], "coordinates": [[0.4482, 1.2881, -0.0232], [2.3834, 4.7637, 0.2219], [1.4033, 3.9245, 0.4705], [0.7250, 3.4163, -0.4073], [1.1244, 3.7171, 1.9434], [0.8033, 2.3692, 2.2180], [1.9346, 1.6277, 2.7191], [2.9283, 1.2399, 1.5976], [4.0341, 0.8815, 1.9459], [2.4547, 1.3916, 0.4144], [2.5075, 4.8306, -0.7386], [0.2488, 4.3250, 2.1851], [1.9728, 4.0597, 2.5361], [1.5332, 0.7235, 3.1736], [2.4544, 2.2023, 3.4863], [-2.6779, 3.0776, 1.0976], [-2.0218, 1.8485, -0.0944], [-2.4618, 2.6000, -1.6943], [-3.2270, 0.4866, 0.0679], [-3.7383, 3.2738, 0.9351], [-2.1211, 4.0091, 0.9795], [-2.5310, 2.7145, 2.1153], [-3.5179, 2.8706, -1.7280], [-2.2336, 1.8855, -2.4849], [-1.8467, 3.4879, -1.8447], [-4.2425, 0.8410, -0.1152], [-3.1710, 0.0603, 1.0703], [-2.9712, -0.2883, -0.6558], [0.8356, -5.9782, 0.0071], [0.6458, -4.5619, -0.4679], [0.4893, -3.5169, 0.4262], [0.3077, -2.2036, -0.0003], [0.1810, -1.1343, 1.0520], [0.2800, -1.9152, -1.3661], [-0.0019, -0.1279, -2.0540], [0.4376, -2.9632, -2.2881], [0.4192, -2.6976, -3.7676], [0.6169, -4.2586, -1.8243], [0.9352, -6.0155, 1.0913], [1.7298, -6.4214, -0.4339], [-0.0146, -6.6016, -0.2770], [0.5138, -3.7240, 1.4918], [-0.0603, -1.5570, 2.0261], [-0.6288, -0.4308, 0.8036], [1.1389, -0.6096, 1.1709], [1.1895, -1.9711, -4.0308], [-0.5374, -2.2676, -4.0702], [0.5866, -3.6143, -4.3320], [0.7420, -5.0577, -2.5482]], "relative_energy_kcal_mol": 9.3, "spin_multiplicity": 4, "homo_energy_ev": [-6.6, -7.0], "s2": 3.76, "energy_ev": -127559.9695, "orbital_gap_ev": [6.7, 7.1]}